Density functional theory data (the ωB97M-V functional and the def2-TZVPD basis) for a molecular structure, C53H59FN4SSb2SiZr.

The HOMO-LUMO gap is 7.15 eV. As for the electronic energy: -97654.5234 eV. Its highest occupied orbital energy is -12.692 eV. Its largest force on an atom is 0.58 eV/A. As for the energy above the lowest of the compared OMol25 structures with the same formula, charge and spin: 0.000 eV. The value obtained for the molar mass is 1165.98 g mol⁻¹.

Geometry as ORCA input:
```
! wB97M-V def2-TZVPD RIJCOSX def2/J DEFGRID3
* xyz 2 1
Zr -0.725 0.466 0.121
N -2.487 2.021 0.505
C -2.391 3.072 1.535
C -3.602 3.495 2.070
C -3.647 4.398 3.114
C -2.451 4.869 3.636
C -1.253 4.468 3.076
C -1.178 3.583 1.990
C 0.189 3.292 1.440
C 1.111 4.340 1.499
C 2.448 4.157 1.176
C 2.889 2.913 0.763
C 1.960 1.894 0.608
C 0.599 2.036 0.927
H -3.215 1.390 0.842
H -2.853 2.434 -0.353
H -4.525 3.096 1.661
H -4.597 4.711 3.523
H -2.448 5.547 4.478
H -0.332 4.829 3.513
H 0.783 5.322 1.813
H 3.138 4.987 1.261
H 3.934 2.740 0.537
H 2.342 0.942 0.248
C -4.052 0.089 3.405
Si -2.377 -0.582 2.995
C -2.145 -2.217 3.834
C -1.127 0.648 3.636
N -2.138 -0.681 1.210
C -3.030 -1.464 0.440
C -4.043 -2.292 0.943
C -4.842 -3.055 0.102
C -4.670 -3.037 -1.278
C -3.677 -2.232 -1.822
C -2.935 -1.497 -0.939
F -1.910 -0.681 -1.475
H -4.068 0.263 4.486
H -4.880 -0.579 3.170
H -4.245 1.054 2.930
H -1.854 -2.023 4.870
H -1.370 -2.828 3.374
H -3.061 -2.812 3.858
H -0.570 0.200 4.462
H -1.651 1.530 4.014
H -0.367 1.010 2.940
H -4.194 -2.357 2.011
H -5.610 -3.680 0.537
H -5.294 -3.639 -1.923
H -3.477 -2.185 -2.884
C 3.251 -1.135 -1.647
C 3.370 -2.270 -0.638
C 3.153 -1.848 0.810
Sb 1.142 -1.519 1.450
C 0.540 -3.533 1.581
C 1.385 -4.464 2.184
C 1.011 -5.799 2.259
C -0.205 -6.213 1.731
C -1.052 -5.292 1.132
C -0.680 -3.956 1.058
C 1.672 -1.082 3.450
C 1.346 -1.955 4.483
C 1.729 -1.659 5.787
C 2.434 -0.496 6.058
C 2.761 0.376 5.027
C 2.380 0.087 3.723
Sb 1.260 -0.506 -2.115
C 0.693 -2.373 -2.936
C 1.269 -2.835 -4.119
C 0.956 -4.101 -4.593
C 0.074 -4.916 -3.892
C -0.495 -4.467 -2.710
C -0.186 -3.197 -2.240
C 1.728 0.410 -3.961
C 0.771 0.381 -4.974
C 1.095 0.809 -6.255
C 2.379 1.261 -6.526
C 3.333 1.298 -5.517
C 3.008 0.882 -4.232
H 3.607 -1.445 -2.630
H 3.842 -0.270 -1.335
H 4.382 -2.674 -0.721
H 2.702 -3.095 -0.906
H 3.721 -0.950 1.064
H 3.473 -2.629 1.500
H 2.333 -4.161 2.611
H 1.670 -6.515 2.732
H -0.492 -7.254 1.793
H -2.006 -5.609 0.729
H -1.364 -3.249 0.613
H 0.794 -2.866 4.288
H 1.475 -2.341 6.588
H 2.735 -0.271 7.073
H 3.313 1.283 5.237
H 2.630 0.789 2.936
H 1.959 -2.216 -4.683
H 1.404 -4.455 -5.512
H -0.164 -5.903 -4.268
H -1.172 -5.101 -2.152
H -0.628 -2.868 -1.309
H -0.219 -0.021 -4.788
H 0.354 0.768 -7.043
H 2.640 1.579 -7.527
H 4.336 1.644 -5.731
H 3.767 0.914 -3.460
N -0.868 3.326 -1.537
C -1.593 4.013 -2.425
C -2.188 3.095 -3.270
C -1.738 1.857 -2.812
N -0.926 1.997 -1.756
H -0.207 3.687 -0.856
H -1.626 5.090 -2.401
H -2.837 3.294 -4.104
H -1.966 0.877 -3.195
C 3.567 4.792 -2.540
S 2.103 3.744 -2.439
C 1.443 4.035 -4.089
H 4.317 4.349 -3.193
H 3.982 4.895 -1.538
H 3.304 5.782 -2.908
H 0.978 5.018 -4.163
H 0.703 3.264 -4.300
H 2.236 3.955 -4.830
*
```



Density functional theory data (the ωB97M-V functional and the def2-TZVPD basis) for a molecular structure, C53H60BrN8O5P2Ti at a distorted geometry.

The HOMO-LUMO gap (alpha / beta) is 5.15 / 8.56 eV. As for the electronic energy: -189828.7998 eV. Its highest occupied orbital energy (alpha / beta) is -7.205 / -10.615 eV. Its largest force on an atom is 1.73 eV/A. As for the energy above the lowest of the compared OMol25 structures with the same formula, charge and spin: 0.481 eV. The value obtained for the molar mass is 1078.83 g mol⁻¹.

Geometry as ORCA input:
```
! wB97M-V def2-TZVPD RIJCOSX def2/J DEFGRID3
* xyz 1 3
Ti -0.550 0.232 0.251
O -0.663 -0.549 1.880
C -0.672 -1.699 2.539
C -1.001 -1.718 3.897
C -1.037 -2.908 4.592
C -0.732 -4.109 3.949
C -0.418 -4.094 2.605
C -0.398 -2.900 1.876
C -0.156 -2.900 0.434
N 0.038 -1.861 -0.377
C 0.162 -2.390 -1.647
C 0.047 -3.738 -1.608
N -0.153 -4.048 -0.288
H -1.224 -0.777 4.382
H -1.294 -2.907 5.642
H -0.744 -5.042 4.493
H -0.177 -5.033 2.123
H 0.332 -1.788 -2.518
H 0.095 -4.482 -2.382
H -0.305 -4.969 0.084
C -3.271 1.450 3.054
C -4.011 0.760 1.916
C -3.965 -0.764 2.042
C -3.525 1.220 0.522
C -4.300 2.430 -0.009
O -3.348 3.466 -0.126
C -2.135 2.992 0.290
N -2.098 1.643 0.448
C -1.210 4.012 0.640
C -1.701 5.353 0.664
C -0.921 6.398 1.076
C 0.403 6.184 1.482
C 0.908 4.906 1.432
C 0.141 3.817 1.006
P 1.036 2.243 0.846
C 2.324 2.829 -0.321
C 3.638 2.391 -0.326
C 4.552 2.894 -1.246
C 4.152 3.829 -2.185
C 2.829 4.257 -2.205
C 1.926 3.765 -1.280
C 1.691 2.132 2.553
C 0.697 1.877 3.501
C 0.994 1.845 4.851
C 2.294 2.083 5.281
C 3.282 2.351 4.349
C 2.987 2.370 2.990
H -3.751 1.225 4.007
H -3.259 2.535 2.930
H -2.240 1.102 3.091
H -5.064 1.055 1.975
H -3.004 -1.163 1.713
H -4.750 -1.234 1.443
H -4.113 -1.085 3.074
H -3.677 0.387 -0.156
H -5.083 2.756 0.679
H -4.746 2.252 -0.990
H -2.722 5.534 0.372
H -1.340 7.396 1.099
H 1.024 7.005 1.814
H 1.942 4.741 1.714
H 3.946 1.625 0.365
H 5.577 2.550 -1.226
H 4.862 4.227 -2.897
H 2.505 4.987 -2.934
H 0.906 4.135 -1.285
H -0.323 1.720 3.171
H 0.208 1.653 5.570
H 2.530 2.076 6.336
H 4.293 2.555 4.676
H 3.778 2.604 2.297
C 1.029 0.653 -2.393
O -0.324 0.648 -1.853
C -1.331 0.408 -2.781
C -1.280 0.921 -4.063
C -2.279 0.577 -4.964
Br -2.201 1.258 -6.720
C -3.320 -0.250 -4.593
C -3.386 -0.734 -3.288
C -2.384 -0.407 -2.382
O -2.350 -0.896 -1.098
C -4.497 -1.626 -2.918
N -5.034 -2.487 -3.727
C -6.034 -3.107 -2.987
C -6.928 -4.107 -3.366
C -7.839 -4.539 -2.425
C -7.871 -3.995 -1.131
C -6.987 -3.010 -0.737
C -6.070 -2.587 -1.691
N -5.042 -1.653 -1.645
H 1.279 1.655 -2.730
H 1.086 -0.046 -3.226
H 1.690 0.346 -1.581
H -0.477 1.576 -4.365
H -4.090 -0.536 -5.293
H -2.940 -1.664 -1.019
H -6.906 -4.515 -4.366
H -8.549 -5.311 -2.687
H -8.607 -4.357 -0.426
H -7.018 -2.590 0.260
H -4.989 -0.900 -0.977
C 3.442 -3.487 3.117
N 3.174 -2.118 2.718
C 2.715 -1.264 3.801
P 3.720 -1.430 1.319
O 2.688 -0.600 0.633
N 4.247 -2.636 0.312
C 3.380 -3.216 -0.691
C 5.485 -3.362 0.528
N 5.098 -0.582 1.711
C 5.938 -0.150 0.602
C 5.844 -0.756 2.947
H 2.560 -3.883 3.626
H 4.293 -3.567 3.805
H 3.635 -4.112 2.251
H 1.951 -1.794 4.367
H 2.274 -0.354 3.397
H 3.521 -0.990 4.490
H 2.500 -2.593 -0.802
H 3.071 -4.233 -0.417
H 3.898 -3.269 -1.653
H 6.047 -2.936 1.356
H 6.111 -3.323 -0.368
H 5.296 -4.416 0.756
H 5.341 -0.016 -0.297
H 6.722 -0.886 0.391
H 6.425 0.798 0.846
H 5.996 0.204 3.448
H 6.829 -1.190 2.744
H 5.320 -1.417 3.631
*
```



Density functional theory data (the ωB97M-V functional and the def2-TZVPD basis) for a molecular structure, C53H60ClInN2 at a distorted geometry.

The HOMO-LUMO gap is 4.02 eV. As for the electronic energy: -76611.8928 eV. Its highest occupied orbital energy is -5.347 eV. Its largest force on an atom is 2.89 eV/A. As for the energy above the lowest of the compared OMol25 structures with the same formula, charge and spin: 0.000 eV. The value obtained for the molar mass is 875.35 g mol⁻¹.

Geometry as ORCA input:
```
! wB97M-V def2-TZVPD RIJCOSX def2/J DEFGRID3
* xyz 0 1
In -0.684 -0.944 0.093
C -6.142 -1.980 -0.254
C -4.964 -1.067 -0.613
C -5.490 0.191 -1.299
C -4.102 -0.777 0.602
C -3.688 0.500 0.964
C -2.894 0.700 2.085
C -2.479 -0.361 2.877
C -1.620 -0.158 4.088
C -2.886 -1.640 2.508
C -3.681 -1.841 1.396
H -6.794 -2.089 -1.119
H -6.722 -1.558 0.564
H -5.806 -2.971 0.037
H -4.331 -1.611 -1.331
H -6.053 0.807 -0.601
H -6.152 -0.091 -2.115
H -4.681 0.786 -1.714
H -3.992 1.365 0.396
H -2.614 1.711 2.345
H -0.574 -0.324 3.825
H -1.883 -0.866 4.870
H -1.718 0.852 4.474
H -2.601 -2.489 3.113
H -3.993 -2.846 1.154
C 1.105 -1.502 -3.535
C 2.209 -0.870 -2.680
C 3.319 -0.297 -3.564
C 2.746 -1.885 -1.690
C 3.347 -3.036 -2.175
C 3.779 -4.029 -1.319
C 3.611 -3.871 0.041
C 3.034 -2.727 0.583
C 2.992 -2.682 2.101
C 4.422 -2.526 2.636
C 2.089 -1.635 2.744
C 2.595 -1.725 -0.293
N 1.875 -0.625 0.158
C 2.329 0.583 0.043
C 1.468 1.760 0.065
N 0.202 1.698 0.330
C -0.664 2.766 0.099
C -0.972 3.741 1.067
C -1.918 4.707 0.734
C -2.600 4.692 -0.466
C -2.281 3.740 -1.412
C -1.296 2.799 -1.165
C -0.861 1.886 -2.292
C -2.005 1.023 -2.824
C -0.260 2.713 -3.435
C -0.296 3.918 2.426
C 0.680 2.820 2.845
C -1.324 4.080 3.555
C 2.305 2.914 -0.272
C 2.088 4.262 -0.425
C 3.197 5.099 -0.656
C 4.486 4.630 -0.730
C 4.745 3.246 -0.592
C 5.994 2.584 -0.643
C 6.059 1.220 -0.487
C 4.922 0.418 -0.277
C 3.693 1.032 -0.220
C 3.630 2.434 -0.377
H 0.682 -0.761 -4.212
H 0.305 -1.884 -2.896
H 1.497 -2.324 -4.127
H 1.760 -0.032 -2.137
H 3.780 -1.076 -4.167
H 4.090 0.169 -2.953
H 2.909 0.458 -4.232
H 3.474 -3.167 -3.240
H 4.239 -4.925 -1.710
H 3.934 -4.657 0.708
H 2.624 -3.665 2.423
H 4.829 -1.554 2.366
H 5.075 -3.296 2.231
H 4.429 -2.610 3.721
H 2.463 -0.628 2.573
H 2.062 -1.808 3.819
H 1.072 -1.709 2.355
H -2.122 5.510 1.425
H -3.347 5.443 -0.675
H -2.787 3.754 -2.366
H -0.088 1.207 -1.917
H -2.782 1.636 -3.273
H -2.443 0.435 -2.016
H -1.627 0.339 -3.582
H -1.022 3.348 -3.883
H 0.134 2.055 -4.207
H 0.550 3.346 -3.079
H 0.267 4.862 2.362
H 0.224 1.839 2.734
H 0.954 2.962 3.889
H 1.593 2.852 2.257
H -1.876 3.157 3.701
H -2.035 4.876 3.360
H -0.806 4.316 4.483
H 1.100 4.688 -0.369
H 3.017 6.158 -0.769
H 5.306 5.313 -0.897
H 6.895 3.157 -0.806
H 7.022 0.733 -0.526
H 5.029 -0.650 -0.165
Cl -1.203 -4.890 2.584
C -2.080 -4.836 1.088
C -3.344 -5.376 1.057
C -4.094 -5.316 -0.111
C -3.552 -4.702 -1.237
C -2.282 -4.182 -1.204
C -1.474 -4.231 -0.039
C -0.190 -3.669 -0.020
H -3.754 -5.834 1.943
H -5.085 -5.737 -0.135
H -4.138 -4.632 -2.142
H -1.865 -3.706 -2.082
H 0.318 -3.540 -0.967
H 0.460 -3.870 0.815
*
```